(1)
{
  "formula": "C20H52N6NbO7S",
  "method": "ωB97M-V/def2-TZVPD",
  "lumo_ev": 1.8840,
  "e_homo_ev": -4.246,
  "total_charge": -1,
  "gap_ev": 6.130,
  "symbols": ["C", "S", "O", "O", "Nb", "C", "C", "C", "C", "N", "H", "H", "H", "H", "H", "H", "H", "H", "H", "H", "H", "H", "H", "H", "H", "H", "H", "C", "C", "O", "N", "C", "H", "H", "H", "H", "H", "H", "H", "C", "C", "O", "N", "C", "H", "H", "H", "H", "H", "H", "H", "C", "C", "O", "N", "C", "H", "H", "H", "H", "H", "H", "H", "C", "C", "O", "N", "C", "H", "H", "H", "H", "H", "H", "H", "C", "C", "O", "N", "C", "H", "H", "H", "H", "H", "H", "H"],
  "coordinates": [[4.013, -0.034, 1.996], [2.263, -0.242, 1.819], [2.136, -1.380, 0.917], [1.833, -0.477, 3.196], [0.913, 1.877, 1.006], [-0.779, 0.942, 2.053], [-2.021, 1.796, 1.790], [-3.351, 1.087, 1.442], [-3.645, -0.243, 2.153], [-3.745, -1.365, 1.225], [4.486, 0.052, 1.015], [4.378, -0.921, 2.530], [4.179, 0.862, 2.607], [1.655, 3.000, 2.294], [2.564, 1.912, 0.185], [0.389, 1.213, -0.630], [0.406, 3.441, 0.261], [-0.461, 0.973, 3.112], [-0.899, -0.124, 1.827], [-2.188, 2.429, 2.673], [-1.829, 2.505, 0.957], [-4.144, 1.793, 1.732], [-3.468, 0.952, 0.358], [-4.618, -0.192, 2.664], [-2.874, -0.395, 2.925], [-2.861, -1.512, 0.744], [-3.932, -2.217, 1.739], [-6.664, 2.936, -2.477], [-5.869, 2.901, -1.188], [-4.663, 2.753, -1.176], [-6.565, 3.043, -0.023], [-7.980, 3.255, 0.147], [-5.952, 2.817, -3.290], [-7.393, 2.125, -2.524], [-7.182, 3.889, -2.577], [-5.980, 2.994, 0.797], [-8.188, 4.199, 0.654], [-8.442, 2.450, 0.725], [-8.460, 3.293, -0.826], [-6.293, 6.507, -4.319], [-7.261, 6.837, -3.201], [-7.321, 6.159, -2.192], [-8.061, 7.928, -3.363], [-8.112, 8.837, -4.484], [-5.738, 5.623, -4.019], [-6.817, 6.306, -5.254], [-5.592, 7.324, -4.490], [-8.676, 8.095, -2.583], [-7.869, 9.858, -4.186], [-9.101, 8.848, -4.948], [-7.393, 8.527, -5.235], [0.735, -1.644, -1.905], [-0.728, -1.398, -1.624], [-1.181, -1.501, -0.497], [-1.534, -1.019, -2.659], [-1.162, -0.817, -4.033], [1.199, -1.892, -0.954], [0.874, -2.455, -2.626], [1.207, -0.742, -2.298], [-2.488, -0.845, -2.382], [-1.335, 0.214, -4.352], [-1.718, -1.474, -4.709], [-0.104, -1.029, -4.153], [9.462, -1.167, 1.574], [8.036, -1.338, 1.077], [7.552, -0.561, 0.274], [7.327, -2.390, 1.558], [7.749, -3.406, 2.499], [9.865, -0.283, 1.090], [9.493, -1.032, 2.656], [10.079, -2.031, 1.323], [6.386, -2.439, 1.194], [7.681, -4.403, 2.066], [7.121, -3.403, 3.392], [8.776, -3.218, 2.799], [7.612, -7.707, 0.926], [7.050, -7.574, 2.328], [6.514, -6.551, 2.708], [7.164, -8.655, 3.152], [7.760, -9.938, 2.867], [7.434, -6.767, 0.413], [8.684, -7.910, 0.944], [7.123, -8.511, 0.376], [6.767, -8.505, 4.067], [7.036, -10.749, 2.962], [8.595, -10.153, 3.536], [8.137, -9.945, 1.848]]
}

---

(2)
{
  "formula": "CF2OS",
  "method": "ωB97M-V/def2-TZVPD",
  "lumo_ev": [-0.4873, -1.1517],
  "e_homo_ev": [-8.514, -7.997],
  "total_charge": 0,
  "gap_ev": [8.026, 6.846],
  "symbols": ["C", "O", "F", "F", "S"],
  "coordinates": [[0.781, -0.148, 0.069], [-2.134, 0.581, -0.107], [1.791, -0.942, -0.095], [0.957, 1.139, 0.028], [-1.394, -0.630, 0.104]]
}

---

One value per record, in order, for molecular weight: 613.64, 98.07 g/mol.
One value per record, in order, for energy relative to the best compared isomer or geometry (same formula, charge and spin): 0.474, 3.308 eV.